The following is a quantum chemistry calculation of a cluster of 2 separate species, C4H9OS in total at a distorted geometry, from the OMol25 dataset.

XYZ file:
```
15
Properties=species:S:1:pos:R:3:nbo_charge:R:1
C 2.0244 0.8342 -0.2967 -0.10
O 2.2881 0.2567 1.0284 -0.76
C 0.7565 0.2170 -0.9615 -0.21
C 0.0185 0.8582 -1.9249 -0.44
H 2.9177 0.5772 -0.9134 0.17
H 1.8789 1.9153 -0.1181 0.17
H 1.7441 -0.5052 1.1872 0.49
H 0.3844 -0.7380 -0.6191 0.26
H -0.6979 0.3975 -2.6346 0.21
H 0.4086 1.8445 -2.2616 0.16
C -1.9186 0.4095 0.6567 -0.74
S -1.5001 -1.3562 0.6398 -0.72
H -2.6063 0.6183 -0.1867 0.17
H -2.5603 0.5717 1.5688 0.18
H -1.0581 1.0497 0.6722 0.18
```

Calculated values
**Gap between HOMO and LUMO**: 6.154 eV
**ΔE to the lowest compared entry with this formula, charge and spin**: 37.1 kcal per mole
**Total charge**: -1
**LUMO**: 3.813 eV
**Largest force on an atom**: 2.5 eV/Å